Record 1
A structure of composition CH7N3P in a non-equilibrium geometry. Source: the OMol25 dataset; level of theory: the ωB97M-V functional and the def2-TZVPD basis.

The spin multiplicity is 1. As for the total charge: +1. The molar mass comes out at 92.06 g/mol. Its LUMO energy is -5.21 eV. Its HOMO-LUMO gap is 0.3446 Ha.

Last column: Mulliken charge in e.
Cartesian coordinates (Å):
C1 1.59419 -0.01964 0.25765  0.058
N1 1.18904 -1.11491 -0.19354  -0.364
N2 -1.00824 -0.33229 -0.57840  -0.632
N3 0.96778 1.16242 0.23396  -0.286
P1 -2.44608 -0.09060 -0.31291  0.212
H1 1.76986 -2.07545 -0.15496  0.289
H2 0.20089 -0.85401 -0.46308  0.541
H3 2.47431 0.04163 0.80738  0.367
H4 0.14609 1.29770 -0.29382  0.212
H5 1.46598 1.89501 0.71537  0.244
H6 -2.73758 -0.03277 1.11638  0.172
H7 -3.61624 0.12291 -1.13403  0.189

Record 2
The ion CH7N4 with charge +1 in a non-equilibrium geometry. Source: the OMol25 dataset; level of theory: the ωB97M-V functional and the def2-TZVPD basis.

The spin multiplicity is 1. As for the total charge: +1. The molar mass comes out at 75.09 g/mol. Its LUMO energy is -4.90 eV. Its HOMO-LUMO gap is 0.4114 Ha.

Last column: Mulliken charge in e.
Cartesian coordinates (Å):
C1 -1.59808 0.24110 0.01483  -0.814
N1 -0.37122 0.91049 0.21058  -0.396
N2 1.85601 0.67140 0.37097  -0.543
N3 0.67631 -1.31516 -0.24432  -0.586
N4 0.64656 0.31907 0.09769  0.982
H1 -1.87471 -0.37971 0.83746  0.423
H2 -1.58311 -0.42539 -0.89792  0.314
H3 -2.49255 0.95389 0.05494  0.302
H4 2.00478 1.59851 0.67835  0.290
H5 2.63875 0.36952 -0.24826  0.325
H6 0.26760 -1.42725 -1.26117  0.338
H7 -0.17034 -1.51646 0.38683  0.365

Record 3
The ion CH7N4P2 with charge +1 in a non-equilibrium geometry. Source: the OMol25 dataset; level of theory: the ωB97M-V functional and the def2-TZVPD basis.

The spin multiplicity is 1. As for the total charge: +1. The molar mass comes out at 137.04 g/mol. Its LUMO energy is -4.15 eV. Its HOMO-LUMO gap is 0.3317 Ha.

Last column: Mulliken charge in e.
Cartesian coordinates (Å):
C1 -1.65671 -0.18213 0.00296  0.554
N1 -0.36492 0.00272 0.02532  -0.131
N2 -2.37476 0.97150 0.20488  -0.414
N3 2.17665 -0.08460 -0.41076  -0.302
N4 -2.32072 -1.34132 -0.16723  -0.357
P1 1.00678 -0.05894 0.75606  0.152
P2 3.94537 -0.08368 -0.10626  -0.024
H1 -1.93311 1.74712 0.66324  0.254
H2 -3.31803 1.00983 0.47412  0.225
H3 1.86392 -0.35244 -1.34804  0.341
H4 -1.81452 -2.05540 -0.65191  0.239
H5 -3.24900 -1.40463 0.26619  0.249
H6 4.15876 1.18361 -0.90374  0.125
H7 3.88030 0.64838 1.19516  0.090

Record 4
A cluster of 2 separate species, CH7N4S in total in a non-equilibrium geometry. Source: the OMol25 dataset; level of theory: the ωB97M-V functional and the def2-TZVPD basis.

The spin multiplicity is 1. As for the total charge: +1. The molar mass comes out at 107.16 g/mol. Its LUMO energy (spin up / spin down) is -4.70 / -4.70 eV. Its HOMO-LUMO gap (spin up / spin down) is 0.2833 / 0.2836 Ha.

Last column: Mulliken charge in e.
Cartesian coordinates (Å):
C1 0.59324 0.13879 1.37252  0.013
N1 1.44096 -0.86311 1.18649  -0.306
N2 -0.17235 -0.15276 -2.12289  -0.532
N3 -1.09674 0.71771 -0.32764  -0.457
N4 -1.24147 -0.11411 -1.24344  0.473
S1 0.44962 0.93996 2.81060  -0.051
H1 2.23288 -1.11325 1.73246  0.244
H2 1.84267 -0.97804 0.25636  0.288
H3 -0.32926 -0.62033 -3.04932  0.295
H4 0.37424 0.79174 -2.29123  0.333
H5 -1.82594 0.73402 0.41528  0.307
H6 -0.58107 1.53612 2.43727  0.126
H7 -1.68679 -1.01676 -1.17645  0.265

Record 5
The ion CH7N5 with charge +2 in a non-equilibrium geometry. Source: the OMol25 dataset; level of theory: the ωB97M-V functional and the def2-TZVPD basis.

The spin multiplicity is 1. As for the total charge: +2. The molar mass comes out at 89.10 g/mol. Its LUMO energy is -10.87 eV. Its HOMO-LUMO gap is 0.3737 Ha.

Last column: Mulliken charge in e.
Cartesian coordinates (Å):
C1 -0.87426 -1.36839 -0.03543  0.060
N1 -1.82261 -0.59538 0.06882  -0.333
N2 0.54320 -1.12368 0.00183  0.200
N3 2.32921 0.28107 -0.04070  -0.320
N4 -1.77476 0.89700 0.03385  0.006
N5 1.04020 0.06501 -0.01495  0.077
H1 -0.97299 -2.41234 -0.01924  0.445
H2 1.08506 -1.91938 0.03756  0.209
H3 2.92684 -0.48161 -0.23734  0.292
H4 2.54400 1.25384 0.17748  0.318
H5 -2.09008 0.94788 -0.88414  0.373
H6 -0.82442 1.15514 0.06057  0.295
H7 -2.28536 1.45771 0.66156  0.378

Record 6
A cluster of 3 separate species, CH7N5O in total in a non-equilibrium geometry. Source: the OMol25 dataset; level of theory: the ωB97M-V functional and the def2-TZVPD basis.

The spin multiplicity is 1. As for the total charge: 0. The molar mass comes out at 105.10 g/mol. Its LUMO energy is 0.95 eV. Its HOMO-LUMO gap is 0.3842 Ha.

Last column: Mulliken charge in e.
Cartesian coordinates (Å):
N1 0.90452 -0.33794 -0.67428  0.595
N2 -0.74404 1.71561 -0.20683  -0.442
C1 -0.93946 1.05088 -1.17787  0.651
N3 1.39700 -0.52181 0.42386  -0.787
N4 1.27129 -0.94135 -1.76884  -0.514
N5 -1.36105 0.06629 2.09025  -0.697
O1 -1.01592 0.51250 -2.19897  -0.513
H1 -1.31510 1.98025 0.55912  0.338
H2 0.72345 -0.74063 -2.58942  0.247
H3 2.16788 -1.22517 0.46734  0.188
H4 -0.55731 -0.01042 1.47116  0.294
H5 1.98789 -1.67173 -1.78800  0.213
H6 -1.18635 0.86796 2.69355  0.216
H7 -1.33280 -0.74445 2.69894  0.210

Record 7
A cluster of 2 separate species, CH7N6 in total in a non-equilibrium geometry. Source: the OMol25 dataset; level of theory: the ωB97M-V functional and the def2-TZVPD basis.

The spin multiplicity is 1. As for the total charge: +1. The molar mass comes out at 103.11 g/mol. Its LUMO energy is -3.35 eV. Its HOMO-LUMO gap is 0.4347 Ha.

Last column: Mulliken charge in e.
Cartesian coordinates (Å):
C1 -0.30586 0.90712 0.32527  0.477
N1 0.16821 2.00770 0.85525  -0.186
N2 -0.46492 2.18984 1.96194  -0.366
N3 -1.28455 0.38809 1.01600  -0.497
N4 -1.26581 1.18291 2.07566  0.356
N5 0.03008 0.45124 -1.08679  -0.397
N6 1.04899 -1.96697 -0.96694  -0.797
H1 0.57898 -2.67247 -0.38449  0.308
H2 -1.98027 1.06999 2.80944  0.293
H3 0.61369 1.19143 -1.57337  0.353
H4 -0.82852 0.26305 -1.45301  0.342
H5 2.05343 -1.79563 -0.76487  0.340
H6 0.57355 -0.67412 -1.05430  0.471
H7 1.06299 -2.54220 -1.75978  0.304

Record 8
A structure of composition CH7N6 in a non-equilibrium geometry. Source: the OMol25 dataset; level of theory: the ωB97M-V functional and the def2-TZVPD basis.

The spin multiplicity is 1. As for the total charge: +1. The molar mass comes out at 103.11 g/mol. Its LUMO energy is -3.98 eV. Its HOMO-LUMO gap is 0.4004 Ha.

Last column: Mulliken charge in e.
Cartesian coordinates (Å):
C1 0.39942 0.43750 0.57580  0.308
N1 -2.64719 -0.15428 -0.23736  -0.207
N2 -1.67213 0.47469 -0.78471  -0.316
N3 -1.90333 -0.47472 0.87566  -0.367
N4 -0.89654 0.30989 0.37601  0.607
N5 0.98685 1.51509 0.13517  -0.363
N6 1.02074 -0.92026 -0.71995  -0.652
H1 0.86999 -0.05578 1.60801  0.297
H2 -2.03651 -1.00770 1.66428  0.204
H3 1.95756 1.34514 0.00192  0.270
H4 0.59442 2.02828 -0.62568  0.310
H5 1.91131 -1.38975 -0.68396  0.294
H6 1.05151 -0.43951 -1.60893  0.317
H7 0.36389 -1.66860 -0.57625  0.299

Record 9
A cluster of 2 separate species, CH7NO in total in a non-equilibrium geometry. Source: the OMol25 dataset; level of theory: the ωB97M-V functional and the def2-TZVPD basis.

The spin multiplicity is 1. As for the total charge: 0. The molar mass comes out at 49.07 g/mol. Its LUMO energy is 0.94 eV. Its HOMO-LUMO gap is 0.3942 Ha.

Last column: Mulliken charge in e.
Cartesian coordinates (Å):
C1 1.15018 -0.40971 -0.02327  -0.599
H1 2.03420 -0.41080 -0.66800  0.261
H2 1.59466 -0.52933 1.03641  0.228
H3 0.60557 -1.34383 -0.37410  0.172
H4 0.16024 1.15204 0.88295  0.290
H5 0.51434 1.50137 -0.70800  0.195
H6 -2.44706 -0.98944 -0.02793  0.306
H7 -1.48321 0.26249 -0.02930  0.444
N1 0.29137 0.76274 -0.06009  -0.580
O1 -2.42029 0.00447 -0.02867  -0.718